11
Properties=species:S:1:pos:R:3:forces:R:3:mulliken_charge:R:1 method="wB97M-V/def2-TZVPD" fmax_ev_per_a=5.54 energy_ev=-22287.7852 multiplicity=1 de_lowest_kj_mol=654.3 gap_ev="8.00 / 8.00" e_homo_ev="-9.157 / -9.161"
C -1.382363 -0.573319 0.591523 5.141 -0.585 1.980 -0.868
C 0.694531 -0.256104 -0.357099 -4.853 -1.987 1.037 0.281
N 1.043021 0.938780 0.257506 0.573 2.611 0.289 0.961
O 1.292404 1.023326 1.436646 0.195 -0.262 0.022 -0.520
O 1.016304 1.875078 -0.541411 0.053 0.863 0.536 -0.663
O 0.384786 -0.183479 -1.630759 0.218 -0.123 -1.868 -0.443
Cl 1.558747 -1.619641 0.098383 0.553 -0.685 0.236 -0.121
H -1.380072 -1.501244 0.095202 0.074 -1.374 0.175 0.376
H -1.208841 -0.429350 1.695932 -0.012 -0.735 -1.376 0.263
H -2.119902 0.005342 0.247666 -2.401 2.784 -1.607 0.347
H 0.101384 0.720608 -1.893589 0.459 -0.505 0.578 0.386


8
Properties=species:S:1:pos:R:3:forces:R:3:mulliken_charge:R:1 method="wB97M-V/def2-TZVPD" fmax_ev_per_a=2.67 energy_ev=-23949.2099 multiplicity=1 de_lowest_kj_mol=27.1 gap_ev=9.22 e_homo_ev=-9.578 smiles="C/C=P/Cl"
C -1.179898 0.148001 0.039580 1.287 0.111 0.084 -1.016
C 0.368718 -0.118783 -0.157187 -1.039 0.626 -0.679 0.041
P 1.505071 0.049071 1.082280 0.559 -1.250 -2.297 0.082
Cl 3.402817 -0.656374 -0.014065 -1.829 0.866 1.009 -0.325
H -1.408353 0.029373 1.087162 -0.373 -0.109 0.306 0.324
H -1.907181 -0.420768 -0.576775 0.993 -0.154 0.313 0.295
H -1.376259 1.188452 -0.208344 0.079 0.215 -0.049 0.290
H 0.595082 -0.218975 -1.252652 0.323 -0.306 1.314 0.309